[1]
102
Properties=species:S:1:pos:R:3:mulliken_charge:R:1 method="wB97M-V/def2-TZVPD" smiles="CC(=O)OCCCCN(CB(O)O)C(=O)OCCOC(C)=O.CN(C)P(=O)(N(C)C)N(C)C.CN(C)P(=O)(N(C)C)N(C)C" gap_ev=6.528 homo_ev=-7.89 multiplicity=1
C -4.209 1.783 -0.767 -0.830
C -3.448 0.816 0.362 0.603
O -4.242 0.081 1.142 -0.569
O -1.980 0.875 0.397 -0.276
C -1.408 0.090 1.502 -0.357
C 0.163 -0.255 1.041 0.005
C 1.093 -0.510 2.377 -0.246
C 2.704 -0.584 2.041 -0.676
N 3.023 -1.568 0.910 0.484
C 3.027 -3.005 1.461 -0.627
B 2.088 -3.994 0.492 0.557
O 2.171 -5.485 0.632 -0.569
O 1.186 -3.456 -0.558 -0.492
C 4.459 -1.278 0.432 0.100
O 5.305 -0.717 1.318 -0.576
O 4.798 -1.688 -0.940 -0.117
C 5.938 -0.912 -1.481 -0.474
C 6.356 -1.686 -2.904 -0.320
O 5.668 -1.092 -4.061 -0.275
C 4.738 -2.034 -4.705 0.610
C 5.084 -3.563 -5.195 -0.736
O 3.480 -1.581 -4.962 -0.533
H -4.262 2.854 -0.254 0.319
H -5.297 1.367 -1.002 0.251
H -3.551 1.892 -1.756 0.260
H -1.290 0.744 2.486 0.182
H -1.909 -0.952 1.685 0.285
H 0.517 0.653 0.376 0.193
H 0.081 -1.268 0.429 -0.075
H 0.962 0.411 3.125 0.223
H 0.681 -1.445 2.950 0.252
H 3.021 0.520 1.723 0.180
H 3.251 -0.953 3.007 0.302
H 4.145 -3.404 1.363 0.259
H 2.637 -3.001 2.573 0.273
H 1.244 -5.872 0.771 0.293
H 0.229 -3.695 -0.363 0.265
H 5.676 0.223 -1.648 0.294
H 6.864 -1.070 -0.745 0.311
H 6.127 -2.819 -2.717 0.191
H 7.518 -1.465 -3.056 0.290
H 5.711 -3.612 -6.183 0.266
H 5.633 -4.189 -4.341 0.246
H 4.057 -4.116 -5.374 0.271
O -7.070 -0.830 -3.160 -0.845
P -5.886 -1.828 -3.147 1.015
N -6.259 -2.402 -4.712 0.048
C -6.163 -3.764 -5.210 -0.892
C -5.821 -1.491 -5.774 -1.120
N -6.657 -2.784 -1.939 0.176
C -7.839 -3.575 -2.268 -1.118
C -6.945 -2.027 -0.712 -1.054
N -4.525 -2.976 -3.132 0.077
C -4.489 -4.239 -2.397 -0.906
C -3.287 -2.241 -2.850 -1.326
H -5.130 -4.062 -5.423 0.310
H -6.732 -3.873 -6.143 0.364
H -6.594 -4.498 -4.533 0.184
H -4.742 -1.579 -5.945 0.343
H -6.034 -0.448 -5.513 0.314
H -6.345 -1.687 -6.716 0.339
H -8.558 -3.014 -2.873 0.313
H -8.358 -3.924 -1.371 0.381
H -7.566 -4.486 -2.795 0.278
H -7.845 -1.406 -0.810 0.325
H -6.107 -1.367 -0.461 0.275
H -7.081 -2.703 0.137 0.359
H -4.516 -4.092 -1.311 0.290
H -3.569 -4.790 -2.630 0.371
H -5.302 -4.907 -2.688 0.266
H -3.254 -1.909 -1.807 0.488
H -3.219 -1.355 -3.490 0.336
H -2.401 -2.849 -3.060 0.393
O 1.426 2.942 3.501 -0.886
P 2.635 3.908 3.549 1.091
N 2.542 4.054 5.249 0.171
C 2.776 5.240 6.057 -0.899
C 3.103 2.897 5.953 -1.053
N 1.725 5.146 2.772 0.091
C 0.646 5.826 3.484 -1.058
C 1.211 4.736 1.457 -1.217
N 4.025 5.018 3.605 -0.033
C 4.000 6.429 3.223 -0.933
C 5.169 4.381 2.943 -1.147
H 3.841 5.471 6.166 0.311
H 2.368 5.102 7.068 0.362
H 2.275 6.125 5.672 0.186
H 4.198 2.937 5.961 0.340
H 2.806 1.959 5.472 0.216
H 2.745 2.842 6.987 0.347
H 0.009 5.127 4.035 0.288
H 0.007 6.397 2.805 0.383
H 1.039 6.567 4.175 0.257
H 0.312 4.111 1.540 0.403
H 1.969 4.163 0.910 0.353
H 0.972 5.610 0.845 0.375
H 3.793 6.571 2.156 0.299
H 4.968 6.899 3.435 0.382
H 3.273 6.999 3.807 0.272
H 5.021 4.333 1.859 0.356
H 5.299 3.359 3.314 0.371
H 6.103 4.913 3.152 0.372

[2]
108
Properties=species:S:1:pos:R:3:mulliken_charge:R:1 method="wB97M-V/def2-TZVPD" gap_ev=6.638 homo_ev=-7.10 multiplicity=1
N -2.149 0.572 -0.167 0.891
H -1.289 0.381 0.327 0.149
H -2.872 0.666 0.532 0.199
H -2.376 -0.117 -0.870 0.205
H -2.187 1.449 -0.667 0.034
N 1.111 -0.952 1.209 0.872
O 0.009 -0.525 0.950 -0.794
O 2.015 -0.173 1.412 -0.713
O 1.383 -2.112 1.216 -0.753
N -3.731 -1.871 -2.130 1.029
O -4.027 -2.709 -2.963 -0.737
O -4.547 -1.153 -1.659 -0.645
O -2.553 -1.701 -1.829 -0.675
C -1.177 3.261 2.364 -2.009
C 0.074 3.398 1.541 1.609
C 1.363 3.748 2.323 -1.057
N 2.470 4.304 1.406 0.464
C 1.962 5.476 0.534 -0.979
C 2.931 3.036 0.577 -0.036
C 4.256 3.334 0.112 -0.871
C 4.884 4.224 1.240 -0.803
C 3.764 4.833 2.082 -0.574
H -1.149 2.330 2.931 0.412
H -2.012 3.074 1.689 0.314
H -1.526 4.051 3.030 0.483
H -0.162 4.156 0.794 -0.052
H 0.259 2.438 1.060 -0.399
H 1.769 2.884 2.849 0.388
H 1.081 4.561 2.993 0.418
H 1.478 6.140 1.251 0.403
H 1.327 5.123 -0.278 0.166
H 2.783 6.004 0.048 0.459
H 2.191 2.821 -0.194 0.125
H 2.984 2.173 1.240 0.115
H 4.258 3.906 -0.816 0.379
H 4.813 2.451 -0.202 0.476
H 5.534 5.067 1.003 0.326
H 5.390 3.609 1.984 0.376
H 3.649 5.912 2.184 0.460
H 3.829 4.451 3.101 0.340
C -4.042 -3.348 6.289 -1.392
C -2.819 -3.567 5.353 -0.624
C -3.079 -3.255 3.821 -0.361
N -1.825 -3.539 2.891 0.657
C -0.560 -2.863 3.452 -1.290
C -2.239 -3.065 1.463 0.358
C -2.010 -4.302 0.539 -0.377
C -2.212 -5.423 1.444 -0.631
C -1.465 -5.058 2.640 -0.713
H -3.673 -3.289 7.313 0.403
H -4.877 -4.042 6.195 0.359
H -4.392 -2.316 6.276 0.365
H -2.425 -4.571 5.509 0.301
H -2.047 -2.914 5.761 0.364
H -3.342 -2.197 3.858 0.293
H -3.869 -3.985 3.647 0.324
H -0.392 -3.309 4.433 0.481
H -0.733 -1.787 3.465 0.307
H 0.296 -3.174 2.853 0.445
H -1.653 -2.200 1.152 -0.458
H -3.249 -2.666 1.555 0.245
H -0.994 -4.330 0.145 0.280
H -2.788 -4.454 -0.209 0.277
H -1.724 -6.257 0.939 0.443
H -3.266 -5.585 1.666 0.299
H -0.394 -5.214 2.507 0.410
H -1.794 -5.564 3.547 0.279
C 4.194 -1.693 -7.714 -1.413
C 3.339 -1.981 -6.489 -0.249
C 2.427 -0.862 -5.860 -0.729
N 2.039 -1.171 -4.359 0.546
C 1.523 -2.537 -4.089 -1.296
C 1.076 -0.068 -3.727 -1.299
C 1.660 0.486 -2.444 1.416
C 2.812 -0.554 -2.104 -0.593
C 3.354 -1.155 -3.441 -0.949
H 3.714 -1.778 -8.689 0.352
H 4.964 -2.462 -7.785 0.387
H 4.706 -0.744 -7.552 0.329
H 4.147 -2.137 -5.774 0.251
H 2.839 -2.949 -6.471 0.388
H 1.472 -0.867 -6.387 0.447
H 2.792 0.163 -5.796 0.431
H 2.249 -3.342 -4.207 0.376
H 0.832 -2.667 -4.921 0.435
H 1.068 -2.582 -3.100 0.533
H 0.057 -0.456 -3.722 0.435
H 0.959 0.752 -4.436 0.269
H 0.873 0.407 -1.694 -0.942
H 2.004 1.502 -2.641 0.316
H 2.424 -1.432 -1.589 0.238
H 3.647 -0.088 -1.581 0.379
H 3.782 -2.157 -3.427 0.426
H 4.014 -0.502 -4.013 0.490
P -1.445 3.528 -2.324 1.424
F -0.415 3.917 -3.498 -0.391
F -0.256 2.779 -1.500 -0.609
F -1.029 4.927 -1.506 -0.407
F -2.445 3.086 -1.074 -0.340
F -2.677 4.243 -3.142 -0.323
F -1.831 1.995 -2.834 -0.327
P -4.718 1.440 2.789 1.289
F -3.872 0.065 2.565 -0.354
F -5.556 0.980 4.109 -0.371
F -3.489 1.951 3.675 -0.370
F -5.512 2.842 2.875 -0.394
F -4.099 2.025 1.460 -0.410
F -5.864 0.851 1.706 -0.433